{"formula": "C4H15NO2Si2", "method": "ωB97M-V with the def2-TZVPD basis set", "e_above_lowest_kcal_mol": 25.76, "largest_force_ev_per_a": 4.115, "smiles": "CCO[SiH](N[SiH3])OCC", "gap_ev": 10.587, "lumo_ev": 0.91, "homo_energy_ev": -9.7, "total_energy_ev": -25733.24081, "symbols": ["C", "C", "O", "Si", "N", "Si", "O", "C", "C", "H", "H", "H", "H", "H", "H", "H", "H", "H", "H", "H", "H", "H", "H", "H"], "xyz": [[-2.56763, 0.53393, 1.17540], [-1.69050, -0.09933, 2.27679], [-0.39055, -0.00184, 1.89517], [0.30427, -0.31739, 0.50243], [0.49353, 1.26207, -0.34978], [1.51998, 2.54578, 0.20704], [-0.41504, -1.31228, -0.52669], [0.08537, -1.64917, -1.79962], [1.64332, -1.95196, -1.76704], [-3.16959, -0.20236, 0.48284], [-3.36834, 1.09536, 1.61207], [-1.95534, 1.16957, 0.61085], [-1.93199, -1.10065, 2.67067], [-1.98049, 0.58262, 3.13326], [1.66293, -0.99075, 0.77629], [0.55864, 1.22952, -1.35822], [1.55369, 3.38392, -1.09668], [2.94466, 2.09320, 0.38335], [1.14512, 3.22859, 1.46143], [-0.35706, -2.51243, -2.31128], [-0.14027, -0.89985, -2.56476], [2.34179, -1.05938, -1.43717], [1.87219, -2.77398, -1.18368], [1.84132, -2.25316, -2.79266]], "forces_ev_per_a": [[-2.55, -3.19, -0.49], [-3.09, 1.34, 1.08], [1.47, -0.33, 0.96], [2.85, 1.34, -1.47], [0.02, -1.27, 1.36], [0.77, 0.15, -1.64], [-1.48, -1.05, -0.82], [2.17, -0.15, -0.50], [-0.63, 3.18, -1.24], [1.63, 1.11, 1.06], [-0.35, 0.57, 0.36], [0.67, 0.93, -0.96], [-0.10, 0.13, -0.71], [1.33, -0.65, -0.37], [-0.92, 0.77, 0.22], [-0.16, -0.21, -0.04], [0.00, -0.05, 1.19], [-0.32, 0.11, 0.15], [-0.27, 0.00, -0.16], [-0.45, -0.35, 1.15], [0.21, 0.68, 0.44], [-1.57, -1.69, -0.85], [0.28, -1.60, 1.49], [0.51, 0.23, -0.20]], "mulliken_charge": [-0.976, -0.159, -0.247, 0.165, -0.170, 0.204, -0.223, -0.372, -1.030, 0.188, 0.396, 0.296, 0.281, 0.214, -0.145, 0.257, -0.123, -0.108, -0.096, 0.378, 0.297, 0.237, 0.345, 0.392]}